(1)
Formula: C4H9BrN
Source: OMol25
Level of theory: wB97M-V/def2-TZVPD

## Properties
**ΔE to the lowest compared entry with this formula, charge and spin**: 153.90 kJ/mol
**DFT total energy**: -2786.21062 Ha
**SMILES**: C/C(=C/[NH3+])CBr
**HOMO level**: -14.0794 eV
**HOMO-LUMO gap**: 10.1 eV
**M**: 151.0 g mol⁻¹
**Lowest unoccupied orbital energy**: -3.96 eV

Geometry as ORCA input:
```
! RIJCOSX wB97M-V def2-TZVPD def2/J DEFGRID3
* xyz 1 1
C 0.678 -0.292 -1.681
C -0.257 0.031 -0.421
C 0.488 -0.190 0.773
N -0.224 0.420 1.861
C -1.573 0.531 -0.944
Br -3.072 0.317 0.331
H 0.566 0.475 -2.452
H -0.063 -1.085 -1.852
H 1.702 -0.448 -1.565
H 1.665 -0.321 0.943
H -1.103 -0.105 2.124
H -0.613 1.331 1.598
H 0.134 0.260 2.746
H -1.850 0.330 -1.975
H -1.584 1.712 -1.000
*
```

Atomic partial charges in e from the Löwdin method, atoms 1 to 4:
1. C -0.017
2. C -0.290
3. C -0.059
4. N 0.120

---

(2)
Formula: C21H32N2O4
Source: OMol25
Level of theory: wB97M-V/def2-TZVPD

## Properties
**ΔE to the lowest compared entry with this formula, charge and spin**: 128.46 kJ/mol
**DFT total energy**: -1229.87358 Ha
**SMILES**: COc1ccc(C(=O)N2CCC[C@H](O)C2)cc1OC1CCN(C(C)C)CC1
**HOMO level**: -8.1156 eV
**HOMO-LUMO gap**: 8.8 eV
**M**: 376.5 g mol⁻¹
**Lowest unoccupied orbital energy**: 0.64 eV

Geometry as ORCA input:
```
! RIJCOSX wB97M-V def2-TZVPD def2/J DEFGRID3
* xyz 0 1
C -0.307 -0.981 -4.407
O 0.348 -0.509 -3.255
C -0.383 0.149 -2.300
C -1.743 0.405 -2.430
C -2.444 1.103 -1.464
C -1.796 1.546 -0.322
C -2.545 2.355 0.677
O -3.245 3.298 0.335
N -2.370 2.033 1.986
C -2.093 0.694 2.455
C -3.411 -0.002 2.809
C -4.191 0.809 3.841
C -4.402 2.246 3.340
O -5.278 2.240 2.236
C -3.041 2.849 2.980
C -0.438 1.288 -0.177
C 0.287 0.595 -1.140
O 1.613 0.476 -0.861
C 2.400 -0.594 -1.377
C 1.898 -1.955 -0.894
C 2.876 -3.042 -1.360
N 4.239 -2.843 -0.936
C 4.664 -3.429 0.322
C 4.504 -2.560 1.577
C 6.121 -3.890 0.197
C 4.726 -1.532 -1.296
C 3.819 -0.369 -0.862
H 0.466 -1.473 -4.997
H -1.088 -1.706 -4.161
H -0.738 -0.161 -4.990
H -2.270 0.073 -3.309
H -3.494 1.307 -1.597
H -1.567 0.133 1.683
H -1.454 0.764 3.342
H -3.208 -1.004 3.190
H -4.015 -0.092 1.904
H -5.165 0.351 4.014
H -3.648 0.841 4.788
H -4.857 2.847 4.146
H -4.896 2.778 1.527
H -3.167 3.853 2.567
H -2.408 2.903 3.871
H 0.103 1.649 0.684
H 2.402 -0.573 -2.472
H 1.826 -1.944 0.195
H 0.906 -2.158 -1.299
H 2.536 -4.022 -1.018
H 2.873 -3.049 -2.459
H 4.047 -4.326 0.454
H 3.474 -2.237 1.704
H 5.146 -1.684 1.526
H 4.787 -3.138 2.454
H 6.393 -4.505 1.050
H 6.798 -3.041 0.159
H 6.246 -4.471 -0.712
H 5.724 -1.395 -0.880
H 4.812 -1.506 -2.390
H 4.208 0.569 -1.260
H 3.783 -0.285 0.224
*
```

Atomic partial charges in e from the Löwdin method, atoms 1 to 4:
1. C -0.075
2. O -0.108
3. C -0.186
4. C -0.004

---

(3)
Formula: C38H49F10N10PTb
Source: OMol25
Level of theory: wB97M-V/def2-TZVPD

## Properties
**ΔE to the lowest compared entry with this formula, charge and spin**: 30.00 kJ/mol
**DFT total energy**: -4189.04629 Ha
**HOMO level (spin up / spin down)**: -9.2158 / -9.2433 eV
**HOMO-LUMO gap (spin up / spin down)**: 6.1 / 6.6 eV
**M**: 1025.8 g mol⁻¹
**Lowest unoccupied orbital energy (spin up / spin down)**: -3.12 / -2.68 eV

Geometry as ORCA input:
```
! RIJCOSX wB97M-V def2-TZVPD def2/J DEFGRID3
* xyz 1 7
Tb -0.433 -1.045 -0.525
C -0.996 1.960 -3.099
N -1.115 0.514 -2.981
C -0.246 -0.075 -4.010
C -0.112 -1.592 -3.929
N 0.406 -1.995 -2.629
C 0.887 -3.237 -2.548
C 1.530 -3.620 -1.349
F 1.523 -2.645 -0.335
C 2.151 -4.822 -1.100
F 2.766 -5.009 0.076
C 2.154 -5.798 -2.087
F 2.780 -6.970 -1.914
C 1.496 -5.512 -3.285
F 1.456 -6.444 -4.240
C 0.885 -4.294 -3.511
F 0.248 -4.151 -4.696
C -2.523 0.151 -3.198
C -3.306 0.087 -1.877
N -2.764 -1.007 -1.088
C -3.529 -2.095 -0.909
C -4.941 -2.190 -0.760
F -5.700 -1.065 -0.781
C -5.590 -3.380 -0.482
F -6.911 -3.370 -0.284
C -4.890 -4.583 -0.373
F -5.525 -5.735 -0.134
C -3.506 -4.552 -0.507
F -2.778 -5.668 -0.399
C -2.885 -3.347 -0.757
F -1.489 -3.315 -0.835
H -1.274 2.312 -4.103
H -1.662 2.435 -2.378
H 0.034 2.260 -2.910
H -0.614 0.190 -5.012
H 0.747 0.368 -3.884
H -1.072 -2.086 -4.134
H 0.576 -1.885 -4.731
H -3.009 0.849 -3.892
H -2.569 -0.841 -3.646
H -3.203 1.034 -1.327
H -4.358 -0.046 -2.132
C -1.629 0.022 3.311
C -0.259 0.268 3.620
C 0.515 -0.609 2.877
C -0.340 -1.444 2.037
C -1.702 -1.022 2.408
C -2.957 -1.818 2.189
C -0.040 -2.960 2.095
C 2.002 -0.737 3.005
C 0.239 1.186 4.699
C -2.815 0.676 3.955
H -3.723 -1.278 1.630
H -3.395 -2.051 3.162
H -2.752 -2.760 1.686
H -0.535 -3.562 1.329
H -0.373 -3.330 3.068
H 1.031 -3.156 2.040
H 2.516 0.196 2.763
H 2.376 -1.527 2.361
H 2.266 -1.002 4.028
H 0.191 2.246 4.436
H 1.274 0.958 4.938
H -0.348 1.042 5.606
H -3.554 0.992 3.215
H -2.526 1.530 4.564
H -3.315 -0.031 4.618
C -1.541 5.187 0.628
N -2.091 3.995 1.400
C -1.227 3.764 2.636
N 0.136 3.669 2.281
C 0.589 4.840 1.563
N -0.170 5.015 0.335
C 0.101 3.985 -0.647
P -0.379 2.253 -0.068
C -2.091 2.784 0.556
C 0.452 2.435 1.587
H -1.674 6.079 1.249
H -2.121 5.295 -0.294
H -3.048 4.201 1.699
H -1.557 2.826 3.091
H -1.396 4.596 3.326
H 1.647 4.732 1.322
H 0.453 5.728 2.186
H 1.174 3.975 -0.855
H -0.415 4.231 -1.577
H -2.503 1.943 1.124
H -2.740 2.967 -0.306
H 1.533 2.384 1.449
H 0.157 1.572 2.208
C 5.957 2.503 -1.474
C 6.039 1.240 -0.623
C 5.568 1.518 0.804
C 5.224 0.104 -1.279
N 3.814 0.272 -1.071
C 3.045 -0.335 -0.156
N 1.820 0.135 -0.267
N 1.871 1.047 -1.243
N 3.043 1.134 -1.719
H 6.481 3.317 -0.982
H 4.919 2.796 -1.622
H 6.413 2.341 -2.447
H 7.076 0.892 -0.590
H 4.607 2.034 0.799
H 6.284 2.164 1.305
H 5.477 0.604 1.388
H 5.500 -0.860 -0.849
H 5.415 0.089 -2.354
H 3.377 -1.073 0.542
*
```

Atomic partial charges in e from the Löwdin method, atoms 1 to 4:
1. Tb 1.660
2. C -0.149
3. N -0.246
4. C -0.196

---

Question: ΔE to the lowest compared entry with this formula, charge and spin of number 2 (C21H32N2O4)?
Answer: 128.46 kJ/mol

---

Question: Among the records above, which one has the lowest M?
Answer: C4H9BrN

---

Question: Which of these has the highest DFT total energy?
Answer: C21H32N2O4

---

Question: The highest ΔE to the lowest compared entry with this formula, charge and spin belongs to which entry?
Answer: C4H9BrN